Below is a molecular structure, C24H21MoN5O7, with properties calculated with ωB97M-V/def2-TZVPD.

Geometry as ORCA input:
```
! RIJCOSX wB97M-V def2-TZVPD def2/J DEFGRID3
* xyz 0 3
Mo 0.32934 -0.72120 -0.07467
O 0.63529 -2.54720 -3.78795
C 0.79564 -1.97043 -2.73113
N -0.14120 -1.38237 -1.93953
C -1.40746 -0.98304 -2.41653
C -2.12680 -1.61717 -3.41779
C -3.36896 -1.11313 -3.78093
C -3.87891 0.00889 -3.14723
C -3.16033 0.64474 -2.14436
C -1.91210 0.15595 -1.77180
N -1.05410 0.75839 -0.82788
C -1.61323 1.55736 0.12502
O -2.61556 1.22408 0.77188
C -0.92798 2.86076 0.43238
C -1.43028 3.65266 1.45990
C -0.79023 4.84983 1.73606
C 0.31717 5.19742 0.98147
C 0.72860 4.34117 -0.03248
N 0.11904 3.19905 -0.31588
C 2.17713 -1.75589 -2.17893
C 3.29595 -2.26036 -2.81138
C 4.53968 -1.94155 -2.29209
C 4.62002 -1.12361 -1.17666
C 3.45458 -0.65807 -0.59407
N 2.25874 -0.97965 -1.09072
H -1.71545 -2.48981 -3.89920
H -3.93748 -1.60597 -4.55798
H -4.84775 0.39982 -3.42931
H -3.57054 1.51719 -1.65455
H -2.29485 3.32005 2.01647
H -1.14589 5.49657 2.52726
H 0.85795 6.11555 1.16574
H 1.58992 4.58908 -0.64198
H 3.15435 -2.87369 -3.68896
H 5.43927 -2.31991 -2.75859
H 5.57141 -0.83956 -0.75093
H 3.44863 -0.00537 0.26708
O -1.72252 -1.45698 0.46944
C -1.85214 -2.09068 1.74402
C -1.29160 -1.13213 2.76636
N 0.05567 -0.70100 2.34854
C 1.08599 -1.66173 2.77324
C 1.12750 -2.87631 1.84968
O 1.35311 -3.98588 2.26629
O 0.92135 -2.56325 0.59874
C 0.37631 0.64346 2.83342
C 1.44083 1.25955 1.94107
O 2.18667 2.12668 2.32374
O 1.43288 0.78376 0.71971
H -2.29517 -0.64951 0.45925
H -1.31081 -3.03197 1.68528
H -2.90236 -2.31110 1.93985
H -1.27091 -1.57427 3.76766
H -1.93130 -0.24921 2.79346
H 0.93949 -1.97412 3.81016
H 2.06165 -1.17290 2.70264
H 0.71636 0.64604 3.87210
H -0.51459 1.27100 2.76561
*
```

The HOMO-LUMO gap (spin up / spin down) is 6.97 / 6.97 eV. For the lowest unoccupied orbital energy (spin up / spin down), the calculation gives -0.014 / -0.030 hartree. The molar mass is 587.400 u. The calculation puts the total energy at -1795.98099 Ha. For the HOMO energy (spin up / spin down), the calculation gives -7.34 / -7.79 eV. The energy relative to the best compared isomer or geometry (same formula, charge and spin) is 0.00 kcal per mole. As for the expectation value of S²: 2.0122.

Below is a molecular structure, C24H21N5O3PdS2, with properties calculated with ωB97M-V/def2-TZVPD.

Geometry as ORCA input:
```
! RIJCOSX wB97M-V def2-TZVPD def2/J DEFGRID3
* xyz 2 5
Pd -1.05191 0.12410 -0.73537
C -2.67049 3.45876 1.32205
C -2.49081 2.13785 0.63726
N -1.30175 1.89510 -0.04592
N -0.40586 2.81122 -0.35283
C 0.64169 2.26044 -1.03338
O 0.60667 1.04271 -1.46338
C 1.80738 3.10811 -1.25025
C 2.86502 2.59966 -2.01444
C 3.97786 3.38547 -2.24809
C 4.06005 4.66958 -1.70210
C 3.03430 5.14919 -0.89420
C 1.91077 4.37726 -0.66118
C -3.31743 1.04566 0.74665
C -4.57418 1.00568 1.41214
C -5.32563 -0.11638 1.34679
C -4.86769 -1.25272 0.65333
C -3.60927 -1.22423 0.07562
N -2.86182 -0.12644 0.09576
H -1.79490 4.09949 1.23854
H -2.85626 3.31549 2.41000
H -3.49206 4.02888 0.90179
H 2.76741 1.62794 -2.45221
H 4.76061 3.00161 -2.89008
H 4.94312 5.28866 -1.87555
H 3.13239 6.12726 -0.43473
H 1.14463 4.77685 -0.01371
H -4.89425 1.90170 1.90985
H -6.29468 -0.11377 1.84150
H -5.46610 -2.13969 0.56123
H -3.20611 -2.05267 -0.48386
O 1.97070 -4.31422 0.09225
C 1.36905 -4.59753 -1.00524
C 1.66691 -5.82080 -1.65048
C 1.06796 -6.17175 -2.83276
C 0.18050 -5.27612 -3.43329
C -0.19138 -4.07918 -2.81756
C 0.35502 -3.72259 -1.61305
C 0.02917 -2.41792 -0.96376
O -0.85125 -1.72704 -1.54612
N 0.64359 -2.09805 0.13470
N 0.23793 -0.85553 0.64001
C 0.72894 -0.47253 1.77371
S 0.32665 1.08934 2.54497
C 1.12587 0.59812 4.10032
C 2.34869 -0.23271 3.76830
S 1.84561 -1.50944 2.58751
H 1.65194 -3.40953 0.44826
H 2.40692 -6.44715 -1.15137
H 1.33995 -7.10720 -3.26632
H -0.27083 -5.42561 -4.39552
H -0.86532 -3.42843 -3.34477
H 0.40803 0.03757 4.69229
H 1.41105 1.50447 4.64119
H 2.76084 -0.70768 4.65803
H 3.13277 0.37872 3.33747
*
```

The HOMO-LUMO gap (spin up / spin down) is 5.97 / 5.22 eV. For the lowest unoccupied orbital energy (spin up / spin down), the calculation gives -0.226 / -0.329 hartree. The molar mass is 598.018 u. The calculation puts the total energy at -2350.25230 Ha. For the HOMO energy (spin up / spin down), the calculation gives -12.13 / -14.18 eV. The energy relative to the best compared isomer or geometry (same formula, charge and spin) is 0.00 kcal per mole. As for the expectation value of S²: 6.0624.

Below is 2 unconnected molecules or ions with the total composition C24H21O2, with properties calculated with ωB97M-V/def2-TZVPD.

Geometry as ORCA input:
```
! RIJCOSX wB97M-V def2-TZVPD def2/J DEFGRID3
* xyz 1 1
C -5.99764 -2.74981 -0.37807
C -4.73592 -1.94625 -0.41366
C -4.72508 -0.66379 -0.98374
C -3.57691 0.10157 -0.97373
C -2.36136 -0.36660 -0.37908
C -1.27259 0.54670 -0.34045
C 0.09818 0.34885 -0.00610
C 0.67075 -0.79788 0.61119
C 2.01864 -0.85572 0.93052
C 2.84994 0.22177 0.61614
O 4.22089 0.19203 0.86021
C 5.01686 -0.70042 0.13055
C 5.94376 -0.13135 -0.74806
C 6.59416 -0.96283 -1.65712
C 6.38925 -2.34726 -1.61708
C 5.51668 -2.90046 -0.67533
C 4.82936 -2.07930 0.22151
C 2.32697 1.38843 0.03670
C 0.99491 1.42239 -0.31199
C -2.37447 -1.70952 0.10711
C -3.54348 -2.45340 0.11595
H -5.82263 -3.71215 0.11255
H -6.78935 -2.22564 0.17378
H -6.38643 -2.94551 -1.38629
H -5.63792 -0.27638 -1.43876
H -3.56996 1.09325 -1.42657
H -1.48053 1.51460 -0.80415
H 0.06639 -1.65788 0.86060
H 2.43210 -1.73342 1.42408
H 6.08803 0.94853 -0.73143
H 7.26672 -0.51682 -2.39189
H 6.92068 -2.99655 -2.31820
H 5.35812 -3.97812 -0.62820
H 4.15285 -2.49335 0.96562
H 2.99507 2.22860 -0.15565
H 0.60310 2.29836 -0.83267
H -1.47209 -2.17654 0.47847
H -3.54642 -3.46293 0.53291
C -2.08090 2.82833 1.57509
C -1.24270 3.92700 1.60144
C -2.04604 5.05734 1.24545
C -3.32729 4.57548 1.06748
O -3.35670 3.21015 1.24611
H -1.87512 1.80577 1.85864
H -0.18481 3.93668 1.83578
H -1.70903 6.08013 1.14599
H -4.23806 5.11388 0.84434
*
```

The HOMO-LUMO gap is 5.76 eV. For the lowest unoccupied orbital energy, the calculation gives -0.205 hartree. The molar mass is 341.430 u. The calculation puts the total energy at -1077.31458 Ha. For the HOMO energy, the calculation gives -11.33 eV.

Below is a molecular structure, C24H22Cl2N5O4S3Tl, with properties calculated with ωB97M-V/def2-TZVPD.

Geometry as ORCA input:
```
! RIJCOSX wB97M-V def2-TZVPD def2/J DEFGRID3
* xyz -2 1
Tl 0.76182 0.95809 1.24890
Cl -5.05063 0.59169 -3.43348
C -4.07639 0.29817 -2.00875
C -3.09253 1.20962 -1.67269
C -2.27007 1.03620 -0.55268
N -1.21028 1.89241 -0.28773
C -1.29022 3.17486 -0.60147
O -2.27271 3.85552 -0.96022
C 0.03050 3.93468 -0.48987
C -0.00563 5.32796 -0.44321
C 1.18354 6.02695 -0.35859
C 2.38090 5.32145 -0.34334
C 2.32298 3.93884 -0.40819
N 1.17907 3.26191 -0.47731
C -2.47235 -0.11350 0.26238
C -3.48150 -1.01208 -0.09900
C -4.27155 -0.82100 -1.21916
Cl -5.49310 -2.01224 -1.60543
N -1.59465 -0.37065 1.31875
C -2.01227 -1.07424 2.36007
O -3.16211 -1.45314 2.66243
C -0.91544 -1.49456 3.34044
C -1.27962 -2.20080 4.48670
C -0.29010 -2.62268 5.35512
C 1.03828 -2.34099 5.05907
C 1.31053 -1.63834 3.89667
N 0.35689 -1.22716 3.06523
H -2.94988 2.08398 -2.28896
H -0.97070 5.81305 -0.47597
H 1.18230 7.11005 -0.30413
H 3.33555 5.82670 -0.27192
H 3.22982 3.34131 -0.39317
H -3.65164 -1.88017 0.51899
H -2.32951 -2.39478 4.65209
H -0.54724 -3.16775 6.25662
H 1.84298 -2.65794 5.71004
H 2.32703 -1.39607 3.59932
C -0.88318 -1.66718 -3.15386
C 0.28248 -0.77101 -3.56833
S 0.92814 0.27238 -2.22353
C 2.61306 -0.35097 -1.97805
C 2.74458 -1.72697 -1.34566
S 2.11368 -1.83013 0.35835
C 0.84792 -3.12807 0.17796
C -0.41942 -2.73948 -0.57937
S -0.37583 -3.20810 -2.34421
H -1.45710 -1.96737 -4.03312
H -1.55941 -1.13856 -2.47861
H -0.05566 -0.08586 -4.34977
H 1.10597 -1.36705 -3.96546
H 3.08288 0.38721 -1.32671
H 3.13625 -0.33584 -2.93767
H 3.80811 -1.96623 -1.29494
H 2.22513 -2.48017 -1.93626
H 0.57982 -3.33237 1.21726
H 1.30421 -4.02980 -0.23815
H -0.56809 -1.66536 -0.52274
H -1.29477 -3.22288 -0.14388
O 5.43672 0.31640 -0.24707
N 4.86385 0.71704 0.78443
O 3.74857 0.19497 1.03184
*
```

The HOMO-LUMO gap is 6.21 eV. For the lowest unoccupied orbital energy, the calculation gives 0.157 hartree. The molar mass is 815.961 u. The calculation puts the total energy at -3789.99858 Ha. For the HOMO energy, the calculation gives -1.93 eV. The energy relative to the best compared isomer or geometry (same formula, charge and spin) is 14.25 kcal per mole.